1.
ORCA calculation (the ωB97M-V functional and the def2-TZVPD basis) on a 4-piece molecular cluster, C39H56BrCl2F24IN4O9P overall at a distorted geometry.

Positions of all 137 atoms, in Å:
C -3.3780 -7.6885 3.8595
C -2.2660 -6.8602 4.7030
O -1.1184 -7.7336 4.8263
C 0.1249 -7.0009 4.8139
C 0.7697 -6.9291 3.3242
O 0.5418 -5.5781 2.8618
C 0.6429 -5.4409 1.4364
C -0.7157 -5.0486 0.6780
I -1.6494 -7.0554 0.4578
N -0.3112 -4.4522 -0.6288
C 0.1722 -3.0696 -0.4625
N 1.4056 -2.8132 -0.9017
C 2.1667 -1.5468 -0.8305
Br 1.7984 -0.2778 -2.3545
C 2.2834 -0.8251 0.5790
C 3.4079 0.3479 0.4637
N -0.6267 -2.0087 0.2149
C -1.7595 -1.7868 -0.7893
C -1.5574 -0.5108 -1.7415
C -3.0253 0.0684 -2.0897
C -2.9961 1.6556 -2.4009
N -4.3526 2.2388 -2.6009
C -4.0837 3.7014 -2.9225
C -5.1301 2.2728 -1.3508
C -6.3096 1.2172 -1.0916
O -4.9455 3.1114 -0.4273
C -1.1291 -2.5208 1.5205
C 0.1684 -2.5204 2.5290
C -2.0596 -1.6074 2.4203
Cl -2.9012 -2.4009 3.8753
C -2.3010 -0.2328 2.3695
C -1.6188 0.6911 1.3052
Cl -3.3890 0.6324 3.5732
C -1.6901 -4.0427 1.4126
C -3.2443 -4.1744 1.0956
P -3.8958 -4.3679 -0.6192
O -3.0141 -4.8803 -1.7357
O -4.6270 -2.9172 -1.1895
O -5.2283 -5.4581 -0.5210
H -2.8512 -8.5683 3.3519
H -4.1787 -8.0956 4.5551
H -3.8727 -6.9888 3.1060
H -2.0567 -5.9012 4.1197
H -2.7383 -6.5729 5.6987
H -0.1347 -5.9215 5.1259
H 0.8831 -7.3669 5.5921
H 0.2410 -7.7376 2.7275
H 1.8762 -7.1910 3.4421
H 0.9987 -6.4609 1.0328
H 1.5233 -4.7304 1.2260
H 0.4350 -5.0564 -1.0006
H 1.8865 -3.6133 -1.3528
H 3.2603 -1.8328 -1.0610
H 2.7344 -1.5932 1.3062
H 1.3171 -0.4714 1.0410
H 4.1591 -0.0299 -0.3026
H 2.9547 1.3496 0.1924
H 3.9187 0.3542 1.4928
H -2.7248 -1.6117 -0.2179
H -1.9062 -2.6602 -1.5024
H -1.0866 -0.8027 -2.7448
H -0.8702 0.2911 -1.3045
H -3.4308 -0.5100 -2.9907
H -3.7800 -0.0744 -1.2499
H -2.4236 1.7696 -3.3788
H -2.3895 2.1475 -1.5700
H -3.2438 4.0439 -2.2119
H -3.7550 3.8187 -4.0167
H -4.9842 4.3414 -2.6613
H -6.4582 0.5303 -2.0001
H -6.0603 0.5152 -0.2186
H -7.3011 1.7075 -0.8405
H 0.3558 -1.4228 2.8181
H 1.1181 -2.8913 2.0478
H -0.0964 -3.0902 3.4886
H -2.3717 0.8520 0.4487
H -1.5137 1.7361 1.7799
H -0.5844 0.4075 0.9541
H -1.6199 -4.3752 2.5181
H -3.5947 -5.1062 1.6808
H -3.8989 -3.3410 1.5524
H -5.6001 -3.0300 -1.2360
H -4.8689 -6.3538 -0.7125
C 0.8860 2.2831 -8.1544
C -0.4909 1.6920 -8.5281
C -1.7121 2.5368 -8.1603
F -1.8228 2.7438 -6.8339
F -2.8513 1.9050 -8.5417
F -0.5882 0.4433 -8.0118
F -0.4962 1.5367 -9.8842
O 1.4949 1.8102 -6.9431
C 1.1245 2.4351 -5.7352
C 0.4123 1.4776 -4.7734
F -0.7064 0.9582 -5.3202
F 0.0298 2.1234 -3.6437
F 0.4080 3.5425 -5.9974
F 2.2737 2.8612 -5.1667
H 1.5748 1.9542 -8.9372
H 0.9004 3.3739 -8.2161
H -1.6866 3.5074 -8.6629
H 1.0658 0.6460 -4.4939
C -1.8811 5.0896 3.9616
C -1.7914 6.5774 4.3657
C -0.8569 7.4507 3.5267
F 0.4251 7.0453 3.5824
F -0.8712 8.7278 3.9856
F -1.4834 6.6573 5.6813
F -3.0498 7.0934 4.2447
O -1.0847 4.1572 4.7096
C 0.2547 3.9863 4.3036
C 1.2577 4.4343 5.3733
F 1.0962 5.7329 5.6961
F 2.5293 4.2966 4.9250
F 0.4492 4.5911 3.1169
F 0.4078 2.6602 4.0732
H -2.9087 4.7827 4.1743
H -1.7685 4.9459 2.8842
H -1.1702 7.4709 2.4793
H 1.1433 3.8441 6.2855
C 7.9734 4.5433 -0.7800
C 6.4930 4.1311 -0.9301
C 5.7401 3.8325 0.3671
F 6.2710 2.8040 1.0526
F 4.4547 3.4821 0.0940
F 6.4110 3.0892 -1.7924
F 5.8547 5.1725 -1.5413
O 8.9614 3.5220 -0.9790
C 9.2894 2.7008 0.1207
C 8.9230 1.2302 -0.1131
F 7.6022 1.0750 -0.3551
F 9.2100 0.4845 0.9803
F 8.7434 3.2054 1.2426
F 10.6260 2.8050 0.2784
H 8.1687 5.2545 -1.5872
H 8.1556 5.1102 0.1361
H 5.7136 4.7086 1.0203
H 9.4711 0.8238 -0.9661

Results
Total charge = +1
ΔE to the lowest compared entry with this formula, charge and spin = 0.000 eV
E = -8945.6693 Eh


2.
ORCA calculation (the ωB97M-V functional and the def2-TZVPD basis) on a 2-piece molecular cluster, C6H6N2O2 overall at a distorted geometry.

Positions of all 16 atoms, in Å:
O -0.2799 0.8147 -2.6831
C -0.8545 0.6737 -1.6988
C -1.4470 0.1984 -0.6469
C -0.6390 -0.9573 0.0738
N -0.8590 -0.9256 1.4258
C -1.9095 -0.4461 1.9212
C -2.6970 0.5614 1.1725
N -2.4805 0.8182 -0.0561
H -0.9002 -1.8900 -0.2207
H 0.4035 -0.8235 -0.1887
H -2.1514 -0.3618 3.0051
H -3.6005 1.0296 1.6662
C 2.7441 1.1802 -1.0496
O 2.5292 0.0184 -1.0565
H 3.1803 1.5288 -2.0318
H 2.5460 1.8928 -0.2235

Results
ΔE to the lowest compared entry with this formula, charge and spin = 4.279 eV
SMILES string = O=C=C1CN=CC=N1.C=O
E = -492.0862 Eh


3.
ORCA calculation (the ωB97M-V functional and the def2-TZVPD basis) on H20O10 as an isolated structure at a distorted geometry.

Positions of all 30 atoms, in Å:
O -2.2085 -0.0004 0.5543
H -3.1155 -0.2204 0.3419
H -1.6859 -0.6249 0.0512
O 0.1366 -1.2701 -2.2266
H 0.9608 -1.7459 -2.1235
H -0.4234 -1.6058 -1.5267
O -1.6417 2.2119 0.5572
H -2.4424 2.4828 1.0063
H -1.7199 1.2611 0.4797
O -0.2480 2.2244 -1.4268
H -0.8392 2.7565 -0.8942
H -0.1463 1.4110 -0.9325
O 0.4780 -1.4198 1.6169
H 0.3882 -2.1698 2.2049
H 0.3982 -0.6560 2.1883
O 0.5346 -0.1358 -3.9199
H 0.2628 -0.4964 -3.0759
H -0.1847 0.4408 -4.1774
O 1.1187 -2.9825 0.2749
H 0.9831 -2.1947 0.8013
H 1.8454 -2.7601 -0.3071
O 1.5137 1.4430 1.2109
H 2.3666 1.8037 0.9687
H 1.1153 1.1891 0.3784
O 0.2774 0.2793 2.9523
H 0.8170 0.4300 3.7285
H 0.8022 0.6163 2.2262
O 0.0872 0.2769 -0.2755
H 0.3398 -0.3241 0.4254
H 0.2298 -0.2202 -1.0810

Results
ΔE to the lowest compared entry with this formula, charge and spin = 8.978 eV
E = -764.1520 Eh


4.
ORCA calculation (the ωB97M-V functional and the def2-TZVPD basis) on a 2-piece molecular cluster, C5H13NO overall at a distorted geometry.

Positions of all 20 atoms, in Å:
C -0.5528 0.6856 1.7062
C 0.4764 -0.3654 1.2281
C 1.6969 0.2445 0.5902
N 2.5252 0.9089 1.4465
O 1.9254 0.1820 -0.6001
H -0.7998 1.3848 0.9117
H -0.1201 1.2171 2.5597
H -1.4083 0.1729 2.1479
H 0.7761 -0.9136 2.1241
H 0.0257 -1.0842 0.5515
H 3.4447 1.1874 1.1215
H 2.4256 0.9023 2.4478
C -3.3451 -0.6890 -1.8304
C -1.9409 -0.9436 -2.3889
H -3.2883 -0.2487 -0.8385
H -3.8903 0.0074 -2.4568
H -3.8926 -1.6341 -1.7404
H -1.3978 0.0097 -2.4694
H -1.9957 -1.4195 -3.3597
H -1.3077 -1.4940 -1.6886

Results
ΔE to the lowest compared entry with this formula, charge and spin = 0.152 eV
SMILES string = CCC(N)=O.CC
E = -328.3133 Eh


5.
ORCA calculation (the ωB97M-V functional and the def2-TZVPD basis) on a 6-piece molecular cluster, H12O6 overall at a distorted geometry.

Positions of all 18 atoms, in Å:
O 13.8440 14.2015 -14.5930
H 13.3650 14.9939 -14.8909
H 14.4555 14.5211 -13.8559
O 11.5358 16.8164 -13.4957
H 12.3474 17.1963 -13.2264
H 11.3836 16.0049 -12.9930
O 14.9044 11.6781 -12.2556
H 14.7277 11.4687 -13.1720
H 14.1574 12.2044 -11.9914
O 15.4906 15.3391 -12.6948
H 16.2940 14.8574 -12.7827
H 15.4467 15.5676 -11.7555
O 14.4739 12.6748 -16.9216
H 13.5434 12.9397 -17.1293
H 14.7588 13.3704 -16.3621
O 11.5658 12.6643 -14.3792
H 12.3472 13.1764 -14.5331
H 10.8473 13.2707 -14.2028

Results
ΔE to the lowest compared entry with this formula, charge and spin = 1.372 eV
SMILES string = O.O.O.O.O.O
E = -458.6220 Eh


6.
ORCA calculation (the ωB97M-V functional and the def2-TZVPD basis) on one molecule with the formula C2H3N3O at a distorted geometry.

Positions of all 9 atoms, in Å:
C -1.3354 0.0386 -0.0050
C 0.1697 0.1481 0.0307
N 1.0320 1.0886 -0.0183
N 2.2688 0.5304 0.0708
N 2.1562 -0.7049 -0.0493
O 0.7587 -0.9870 0.0370
H -1.8883 0.0471 1.1507
H -1.5935 0.8514 -0.7463
H -1.5680 -1.0122 -0.4704

Results
ΔE to the lowest compared entry with this formula, charge and spin = 3.179 eV
SMILES string = Cc1nnno1
E = -317.4155 Eh


7.
ORCA calculation (the ωB97M-V functional and the def2-TZVPD basis) on an isolated ion of composition C4H12ClN2O and charge +1 at a distorted geometry.

Positions of all 20 atoms, in Å:
C 1.0467 1.5886 1.1340
N 0.2761 1.1299 -0.0387
C -0.1622 2.2275 -0.9651
C -0.4742 0.0049 0.1574
Cl -1.9775 -0.1122 -0.8256
N 0.0189 -1.5704 -0.4267
C -0.9447 -2.4998 0.1287
O 1.3281 -2.0116 0.0418
H 1.4702 2.5638 0.8864
H 0.3960 1.6826 2.0266
H 1.8775 0.8837 1.3662
H 0.5558 3.0478 -0.8234
H -0.1090 1.9217 -2.0348
H -1.1785 2.6009 -0.7379
H -0.5585 -0.2622 1.2456
H 0.0817 -1.5993 -1.4581
H -1.3071 -2.1211 1.0671
H -1.8022 -2.5329 -0.5059
H -0.5302 -3.4880 0.2733
H 1.9929 -1.4539 -0.5109

Results
Total charge = +1
SMILES string = CN(C)[C@@H](Cl)[N@H+](C)O
E = -804.1915 Eh


8.
ORCA calculation (the ωB97M-V functional and the def2-TZVPD basis) on a 5-piece molecular cluster, C15H30O15 overall at a distorted geometry.

Positions of all 60 atoms, in Å:
C 4.9163 4.1447 -5.2269
O 3.7263 3.4767 -4.7939
C 3.7823 2.6067 -3.7359
O 4.8513 2.4607 -3.1409
O 2.6093 1.9647 -3.4759
C 2.5803 0.9147 -2.5949
H 5.4973 4.4597 -4.3689
H 4.6283 5.0527 -5.7589
H 5.5253 3.6357 -5.8139
H 1.5693 1.1017 -2.1869
H 3.3643 0.8697 -1.8229
H 2.6993 -0.0853 -2.9369
C -0.4177 -1.7433 0.2931
O 0.8733 -1.3883 0.2681
C 1.3433 -0.2313 0.8811
O 0.6253 0.7037 1.1991
O 2.7333 -0.1383 0.9391
C 3.2773 1.0727 1.5021
H -0.6057 -2.7493 -0.0499
H -1.2917 -1.2223 -0.3239
H -0.8457 -1.6103 1.2651
H 3.4733 2.0807 0.8221
H 4.4033 0.9897 1.7791
H 2.9033 1.1857 2.4681
C -6.9937 -2.1863 1.8961
O -6.1327 -1.8403 2.9051
C -4.7997 -1.8683 2.8411
O -4.2367 -1.9933 1.7561
O -4.2257 -1.6723 3.9091
C -2.7567 -1.3463 3.8471
H -6.6807 -1.8903 0.8631
H -8.1967 -1.9063 2.0511
H -6.8647 -3.4143 1.9221
H -2.2337 -0.7883 3.0211
H -2.2227 -2.2423 3.8761
H -2.3987 -0.9403 4.8111
C 2.5383 4.6797 2.0691
O 1.5143 4.4817 1.1431
C 0.2373 4.8557 1.2981
O -0.2417 5.2337 2.3021
O -0.3997 5.0477 0.1601
C -1.8027 5.3747 0.2311
H 2.3483 3.7187 2.8091
H 2.4993 5.6277 2.6021
H 3.3313 4.4237 1.7491
H -1.8757 6.3727 0.5861
H -2.5047 4.7397 0.8601
H -2.1847 5.2547 -0.8189
C 0.8833 -5.3243 -2.9129
O -0.3067 -4.9673 -2.3409
C -0.7477 -5.5463 -1.2249
O -0.2427 -6.5623 -0.8339
O -1.8667 -5.0503 -0.6899
C -2.3377 -5.4313 0.5271
H 1.1163 -6.3083 -3.1759
H 1.7123 -5.1003 -2.1359
H 1.1133 -4.6993 -3.9209
H -1.5827 -4.9583 1.3631
H -2.4757 -6.3983 0.5611
H -3.2037 -4.9253 0.9091

Results
ΔE to the lowest compared entry with this formula, charge and spin = 8.580 eV
SMILES string = COC(=O)OC.COC(=O)OC.COC(=O)OC.COC(=O)OC.COC(=O)OC
E = -1717.8707 Eh


9.
ORCA calculation (the ωB97M-V functional and the def2-TZVPD basis) on C47H38I2N2S2SbSe4Y as an isolated structure.

Positions of all 97 atoms, in Å:
Y 0.5071 0.7031 -0.4544
Se 3.4052 1.3335 -0.2803
Se 3.3534 3.6759 -0.0418
Se 1.5730 4.2442 -1.4263
Se -0.3138 3.5613 -0.1990
C -3.1278 0.8373 -3.6703
C -4.3317 1.0311 -3.0259
C -4.3202 1.2927 -1.6667
C -3.1081 1.3097 -0.9916
N -1.9426 1.0512 -1.5952
C -1.9616 0.8520 -2.9186
C -3.0907 1.6981 0.4468
C -3.7018 2.8978 0.8076
C -3.7563 3.3079 2.1292
C -3.2013 2.5061 3.1172
C -2.5882 1.3129 2.7727
C -2.5175 0.9116 1.4400
H -3.0682 0.6300 -4.7291
H -5.2686 0.9779 -3.5669
H -5.2369 1.4565 -1.1161
H -1.0047 0.6503 -3.3708
H -4.1105 3.5266 0.0263
H -4.2186 4.2529 2.3822
H -3.2307 2.8141 4.1551
H -2.1693 0.6748 3.5409
I -1.7178 -1.0525 1.1148
I -1.2236 -4.3389 1.5481
S 2.0503 -1.6799 0.7942
C 2.2648 -2.4821 -0.6958
N 3.1299 -2.1217 -1.6279
C 2.9843 -2.7376 -2.9404
C 2.2437 -4.0607 -2.7131
S 1.4065 -3.9216 -1.1050
H 3.5488 -1.1981 -1.5452
H 3.9649 -2.8935 -3.3912
H 2.3950 -2.0710 -3.5709
H 2.9275 -4.9085 -2.6839
H 1.4930 -4.2136 -3.4875
C 0.4825 -0.6654 -2.2192
C 0.1410 -1.3150 -3.2164
C -0.4004 -2.0025 -4.2992
C -1.7817 -2.4759 -4.1303
C -2.3051 -2.6849 -2.8383
C -3.6172 -3.0674 -2.6323
C -4.4859 -3.2566 -3.7049
C -3.9976 -3.0447 -4.9874
C -2.6795 -2.6622 -5.1973
C 0.4010 -2.1861 -5.4883
C 1.5279 -1.3716 -5.7377
C 2.3449 -1.5605 -6.8376
C 2.0934 -2.5690 -7.7647
C 0.9950 -3.3932 -7.5362
C 0.1756 -3.2144 -6.4344
H -1.6530 -2.5540 -1.9835
H -3.9479 -3.2324 -1.6134
H -5.5115 -3.5639 -3.5415
H -4.6521 -3.1650 -5.8451
H -2.3468 -2.4618 -6.2077
H 1.7450 -0.5703 -5.0372
H 3.1920 -0.8967 -6.9752
H 2.7312 -2.7086 -8.6279
H 0.7781 -4.2065 -8.2211
H -0.6404 -3.9044 -6.2726
C 5.8451 1.2389 3.8736
C 5.1031 0.0708 3.7583
C 3.7418 0.1352 3.5021
C 3.0967 1.3622 3.3672
C 3.8476 2.5269 3.4897
C 5.2141 2.4667 3.7368
Sb 1.0127 1.4105 2.8753
C 0.6178 3.1785 4.0164
C 1.1776 3.3326 5.2887
C 0.9317 4.4675 6.0461
C 0.1236 5.4786 5.5372
C -0.4269 5.3452 4.2732
C -0.1799 4.2029 3.5165
C 0.3512 0.0011 4.3563
C -0.2748 0.3699 5.5488
C -0.7802 -0.5922 6.4144
C -0.6847 -1.9403 6.0928
C -0.0928 -2.3199 4.8985
C 0.4196 -1.3571 4.0385
H 6.9104 1.1903 4.0621
H 5.5844 -0.8948 3.8466
H 3.1932 -0.7925 3.3848
H 3.3773 3.4952 3.3632
H 5.7856 3.3840 3.8075
H 1.8206 2.5588 5.6926
H 1.3761 4.5657 7.0286
H -0.0664 6.3696 6.1237
H -1.0431 6.1333 3.8591
H -0.5882 4.1268 2.5163
H -0.3940 1.4141 5.8090
H -1.2671 -0.2834 7.3321
H -1.0994 -2.6895 6.7558
H -0.0692 -3.3578 4.5939
H 0.8106 -1.6950 3.0825

Results
Total charge = -2
ΔE to the lowest compared entry with this formula, charge and spin = 0.000 eV
E = -13199.5892 Eh


10.
ORCA calculation (the ωB97M-V functional and the def2-TZVPD basis) on one molecule with the formula C23H22FN3 at a distorted geometry.

Positions of all 49 atoms, in Å:
F -3.6270 -4.9137 5.0240
C -3.0862 -4.2897 3.9676
C -2.4891 -3.0143 4.1972
C -1.9838 -2.2217 3.0978
C -1.8949 -2.7577 1.8069
C -1.0680 -2.0806 0.7406
N -0.4306 -2.9341 -0.2412
C 0.4746 -2.2559 -0.9997
C 0.2362 -0.9252 -0.6703
C 0.7891 0.0997 -1.6544
C 2.1184 -0.0154 -2.0692
C 2.8560 1.0385 -2.9856
C 4.1497 1.4642 -2.4342
C 3.7204 2.5207 -1.4002
C 2.5466 3.2130 -2.0512
N 2.0489 2.3328 -3.0541
C 0.6076 2.1009 -3.2267
C -0.0717 1.1716 -2.1086
C -0.6315 -0.7506 0.4792
C -1.1082 0.5940 1.1235
C -0.2569 1.5805 1.4015
C -0.6497 2.7738 2.0592
N -1.9223 3.0610 2.2935
C -2.7748 2.1327 2.0234
C -2.4981 0.9349 1.3626
C -2.6630 -3.8706 1.4969
C -3.2769 -4.5917 2.5804
H -2.3476 -2.4840 5.1594
H -1.5576 -1.3767 3.3754
H -0.5523 -3.9399 -0.3242
H 1.0810 -2.7375 -1.7686
H 2.8094 -0.8112 -1.6455
H 2.9648 0.4885 -3.9891
H 4.6372 0.5395 -1.9834
H 4.7372 2.0619 -3.1768
H 3.2912 2.1161 -0.4858
H 4.5729 3.1831 -1.1534
H 1.7263 3.4432 -1.3839
H 2.9167 4.1370 -2.4187
H 0.5855 1.4402 -4.1420
H 0.1117 3.1001 -3.3675
H -1.1072 0.8640 -2.3555
H -0.1310 1.8232 -1.2388
H 0.8507 1.5130 1.2472
H 0.1410 3.3398 2.4790
H -3.8085 2.3058 2.3881
H -3.3670 0.2532 1.2486
H -2.8349 -4.2063 0.4149
H -3.8342 -5.4503 2.3621

Results
ΔE to the lowest compared entry with this formula, charge and spin = 0.501 eV
SMILES string = Fc1ccc(-c2[nH]cc(C3=C[C@@H]4CCCN4CC3)c2-c2ccncc2)cc1
E = -1153.6472 Eh


Number 1: HOMO-LUMO gap 7.395 eV. Number 2: HOMO-LUMO gap 8.228 eV. Number 3: HOMO-LUMO gap 9.318 eV. Number 4: HOMO-LUMO gap 10.598 eV. Number 5: HOMO-LUMO gap 10.829 eV. Number 6: HOMO-LUMO gap 11.845 eV. Number 7: HOMO-LUMO gap 10.707 eV. Number 8: HOMO-LUMO gap 10.991 eV. Number 9: HOMO-LUMO gap 4.799 eV. Number 10: HOMO-LUMO gap 8.120 eV.